Density functional theory data (ωB97M-V/def2-TZVPD) for a structure of composition CCl2O2S at a distorted geometry.

Last column: Mulliken spin population.
Positions of all 6 atoms, in Å:
C 0.947 0.348 -0.901  1.4784
O -0.205 -0.442 1.528  0.0582
O -1.007 -1.180 -0.682  0.0375
S -0.461 -0.184 0.099  0.0594
Cl -1.496 1.555 0.043  0.0304
Cl 2.222 -0.097 -0.087  0.3361

* 2S+1: 3
* lowest unoccupied orbital energy (alpha / beta): 0.20 / -3.06 eV
* expectation value of S²: 2.008
* DFT total energy: -1506.9653 Ha
* strongest force on any atom: 4.2 eV/Å
* net charge: 0
* HOMO energy (alpha / beta): -9.44 / -11.78 eV